Formula: C16H18N2O5
Source: OMol25
Level of theory: ωB97M-V/def2-TZVPD

Each atom is followed by the atoms it is bonded to, with distances in Å.
Atoms and positions in Å:
1 C -3.846 0.715 -0.365  C15 1.405, H18 1.076, C26 1.369
2 H 6.139 -1.745 -1.813  C28 1.093
3 H 1.578 2.819 0.008  C35 1.104
4 C -4.555 -1.861 0.601  C6 1.375, H19 1.077, C36 1.389
5 H 2.700 0.306 1.277  C41 1.098
6 C -5.508 -0.946 0.220  C4 1.375, C26 1.399, O32 1.364
7 H -1.248 2.196 -0.850  C10 1.069
8 H 8.047 -3.259 -1.317  C25 1.087
9 N 5.324 0.302 -0.235  H23 1.008, C33 1.342, C37 1.443
10 C -0.823 1.288 -0.482  H7 1.069, C16 1.374, C40 1.416
11 H -7.960 -0.013 -1.173  C24 1.101
12 H -2.446 -2.161 0.784  C36 1.078
13 H 8.580 -2.182 -0.025  C25 1.087
14 H 7.133 -0.148 0.602  C37 1.093
15 C -2.864 -0.213 0.023  C1 1.405, C16 1.449, C36 1.394
16 C -1.463 0.145 -0.065  C10 1.374, C15 1.449, O34 1.346
17 H -8.009 0.629 0.503  C24 1.102
18 H -3.589 1.693 -0.731  C1 1.076
19 H -4.833 -2.835 0.966  C4 1.077
20 H 3.223 1.996 1.486  C41 1.099
21 H 1.616 2.228 -1.670  C35 1.096
22 N 0.701 -0.215 0.160  O34 1.352, C40 1.308
23 H 4.733 0.368 -1.050  N9 1.008
24 C -7.367 0.164 -0.262  H11 1.101, H17 1.102, O30 1.412, O32 1.412
25 C 8.067 -2.225 -0.982  H8 1.087, H13 1.087, C28 1.523, H29 1.088
26 C -5.153 0.321 -0.255  C1 1.369, C6 1.399, O30 1.368
27 H 7.219 0.393 -1.093  C37 1.096
28 C 6.651 -1.680 -0.850  H2 1.093, C25 1.523, C37 1.529, H39 1.091
29 H 8.635 -1.641 -1.703  C25 1.088
30 O -6.287 1.023 -0.560  C24 1.412, C26 1.368
31 O 2.970 1.373 -0.479  C35 1.401, C41 1.415
32 O -6.867 -1.064 0.223  C6 1.364, C24 1.412
33 C 4.787 0.634 0.949  N9 1.342, O38 1.214, C41 1.527
34 O -0.531 -0.749 0.317  C16 1.346, N22 1.352
35 C 1.688 1.919 -0.622  H3 1.104, H21 1.096, O31 1.401, C40 1.498
36 C -3.225 -1.474 0.495  C4 1.389, H12 1.078, C15 1.394
37 C 6.660 -0.224 -0.380  N9 1.443, H14 1.093, H27 1.096, C28 1.529
38 O 5.372 0.579 2.011  C33 1.214
39 H 6.090 -2.279 -0.130  C28 1.091
40 C 0.551 0.994 -0.315  C10 1.416, N22 1.308, C35 1.498
41 C 3.335 1.099 0.860  H5 1.098, H20 1.099, O31 1.415, C33 1.527

Computed properties:
- relative energy (zero: lowest compared OMol25 entry of this formula, charge and spin) (kJ/mol) = 261.8
- SMILES = CCCNC(=O)COCc1cc(-c2ccc3c(c2)OCO3)on1
- molar mass (g/mol) = 318.3
- HOMO (eV) = -8.25
- net charge = 0
- F_max (eV Å⁻¹) = 1.3

Formula: C16H18N2O6
Source: OMol25
Level of theory: ωB97M-V/def2-TZVPD

Each atom is followed by the atoms it is bonded to, with distances in Å.
Atoms and positions in Å:
1 H 3.925 1.584 0.435  C24 1.096
2 H 2.998 -1.140 -0.737  C3 1.069
3 C 2.989 -0.291 -0.087  H2 1.069, C23 1.467, C24 1.402
4 H -2.995 0.925 -2.588  N26 0.994
5 C -0.267 -1.307 1.260  C7 1.508, H13 1.084, H19 1.082, O32 1.433
6 C -2.004 -0.653 -1.943  O8 1.214, N26 1.366, N31 1.392
7 C -1.138 -0.625 0.235  C5 1.508, C22 1.498, N31 1.327
8 O -2.105 -1.223 -3.011  C6 1.214
9 C 5.528 -0.475 -1.967  C16 1.404, H18 1.102, C28 1.452
10 O -4.238 0.704 0.937  C41 1.234
11 H -5.381 -1.848 1.559  C34 1.075
12 C -4.237 -0.869 3.156  O33 1.438, C34 1.537, H37 1.090, H40 1.086
13 H -0.320 -0.777 2.205  C5 1.084
14 H -1.298 1.235 1.237  C22 1.090
15 H 7.684 1.895 -2.646  C25 1.099
16 C 5.138 0.570 -1.114  C9 1.404, C24 1.479, O36 1.368
17 H 7.331 -0.671 -3.292  C28 1.056
18 H 4.980 -1.426 -2.064  C9 1.102
19 H -0.700 -2.288 1.409  C5 1.082
20 H -1.106 2.569 -2.275  C39 1.135
21 O 1.436 0.815 1.298  C23 1.234
22 C -1.892 0.630 0.552  C7 1.498, H14 1.090, C27 1.565, C41 1.541
23 C 1.784 -0.233 0.747  C3 1.467, O21 1.234, O32 1.365
24 C 3.987 0.687 -0.193  H1 1.096, C3 1.402, C16 1.479
25 C 6.919 1.207 -2.260  H15 1.099, C28 1.350, O36 1.384
26 N -2.611 0.555 -1.749  H4 0.994, C6 1.366, C27 1.429
27 C -2.152 1.465 -0.746  C22 1.565, N26 1.429, H35 1.093, C39 1.525
28 C 6.761 -0.082 -2.626  C9 1.452, H17 1.056, C25 1.350
29 H -0.046 1.452 -1.335  C39 1.098
30 H -5.931 -2.228 3.152  C34 1.082
31 N -1.233 -1.233 -0.940  C6 1.392, C7 1.327
32 O 1.088 -1.405 0.805  C5 1.433, C23 1.365
33 O -3.043 -0.598 2.403  C12 1.438, C41 1.368
34 C -5.044 -2.035 2.563  H11 1.075, C12 1.537, H30 1.082, H42 1.122
35 H -2.987 2.153 -0.596  C27 1.093
36 O 6.042 1.586 -1.257  C16 1.368, C25 1.384
37 H -3.905 -1.080 4.172  C12 1.090
38 H -0.616 3.011 -0.613  C39 1.098
39 C -0.886 2.153 -1.243  H20 1.135, C27 1.525, H29 1.098, H38 1.098
40 H -4.861 0.015 3.250  C12 1.086
41 C -3.163 0.249 1.336  O10 1.234, C22 1.541, O33 1.368
42 H -4.431 -2.975 2.573  C34 1.122

Computed properties:
- relative energy (zero: lowest compared OMol25 entry of this formula, charge and spin) (kJ/mol) = 339.0
- SMILES = CCOC(=O)[C@H]1C(COC(=O)/C=C/c2ccco2)=NC(=O)N[C@@H]1C
- molar mass (g/mol) = 334.3
- HOMO (eV) = -8.58
- net charge = 0
- F_max (eV Å⁻¹) = 4.0

Formula: C16H18N6OS
Source: OMol25
Level of theory: ωB97M-V/def2-TZVPD

Each atom is followed by the atoms it is bonded to, with distances in Å.
Atoms and positions in Å:
1 O -1.192 -0.417 -0.696  N8 1.357, C42 1.339
2 H -6.705 2.416 -1.717  C14 1.080
3 H 6.569 3.047 0.963  C39 1.091
4 H -5.027 -0.703 1.719  C19 1.079
5 H 4.121 3.217 0.652  C9 1.093
6 H 4.544 1.267 -1.665  C22 1.091
7 C -4.565 0.399 -0.051  C15 1.394, C17 1.448, C19 1.393
8 N -2.326 0.256 -1.014  O1 1.357, C17 1.309
9 C 4.736 2.787 -0.142  H5 1.093, H18 1.091, C22 1.525, C39 1.525
10 H -7.365 0.115 1.821  C40 1.080
11 H 4.730 -0.797 1.461  C38 1.093
12 N 2.955 -0.513 -0.522  N21 1.336, C24 1.440, C34 1.354
13 C -7.176 1.316 0.059  C14 1.387, H36 1.080, C40 1.386
14 C -6.338 1.734 -0.964  H2 1.080, C13 1.387, C15 1.381
15 C -5.035 1.280 -1.024  C7 1.394, C14 1.381, H26 1.079
16 H -0.105 -2.765 0.345  C32 1.091
17 C -3.202 -0.085 -0.103  C7 1.448, N8 1.309, N35 1.371
18 H 4.957 3.578 -0.860  C9 1.091
19 C -5.408 -0.020 0.976  H4 1.079, C7 1.393, C40 1.382
20 N 2.500 -1.948 -1.991  N21 1.266, N29 1.322
21 N 3.309 -1.016 -1.707  N12 1.336, N20 1.266
22 C 3.960 1.674 -0.838  H6 1.091, C9 1.525, C24 1.528, H25 1.092
23 H 6.669 1.868 -0.347  C39 1.092
24 C 3.664 0.546 0.149  N12 1.440, C22 1.528, H30 1.097, C38 1.531
25 H 3.023 2.061 -1.244  C22 1.092
26 H -4.367 1.593 -1.811  C15 1.079
27 C 5.732 1.118 1.438  H33 1.091, H37 1.092, C38 1.525, C39 1.525
28 S 1.060 -0.982 1.391  C32 1.829, C34 1.730
29 N 1.597 -2.120 -1.041  N20 1.322, C34 1.319
30 H 3.009 0.904 0.953  C24 1.097
31 H -0.802 -2.381 1.964  C32 1.087
32 C -0.430 -1.977 1.025  H16 1.091, S28 1.829, H31 1.087, C42 1.475
33 H 6.663 0.721 1.847  C27 1.091
34 C 1.877 -1.224 -0.115  N12 1.354, S28 1.730, N29 1.319
35 N -2.680 -0.960 0.816  C17 1.371, C42 1.295
36 H -8.195 1.673 0.101  C13 1.080
37 H 5.139 1.507 2.270  C27 1.092
38 C 4.962 -0.002 0.748  H11 1.093, C24 1.531, C27 1.525, H41 1.092
39 C 6.031 2.246 0.455  H3 1.091, C9 1.525, H23 1.092, C27 1.525
40 C -6.710 0.440 1.026  H10 1.080, C13 1.386, C19 1.382
41 H 5.564 -0.428 -0.058  C38 1.092
42 C -1.465 -1.129 0.404  O1 1.339, C32 1.475, N35 1.295

Computed properties:
- relative energy (zero: lowest compared OMol25 entry of this formula, charge and spin) (kJ/mol) = 0.0
- SMILES = c1ccc(-c2noc(CSc3nnnn3C3CCCCC3)n2)cc1
- molar mass (g/mol) = 342.4
- HOMO (eV) = -9.10
- net charge = 0
- F_max (eV Å⁻¹) = 1.8

Result set for lowest unoccupied orbital energy: 0.431, -0.555, 0.447 eV, one per record in the order listed.